DFT (ωB97M-V/def2-TZVPD) results for a molecular structure, C21H52Cl2OP2SiV.

## Properties
electronic energy: -3743.22245 Ha
expectation value of S²: 2.4565
maximum force: 3.92 eV Å⁻¹
LUMO (spin up / spin down): 2.539 / 2.571 eV
total charge: -1
multiplicity: 3

Positions of all 80 atoms, in Å:
V  0.3166  1.2232  0.4470
Cl  0.1324  -0.5585  1.9960
Cl  0.4647  -0.0333  -1.5870
P  2.8837  1.3460  0.4434
P  -1.9412  -2.7591  -1.5774
Si  -2.3012  2.6243  1.2925
O  -1.4335  1.8645  0.1648
C  -2.6032  -3.4619  -0.0602
C  -0.8041  -3.7314  -2.5839
C  -3.2747  -2.4002  0.8353
C  3.5924  3.8944  -0.2640
C  4.0877  0.1263  -0.1473
C  -1.7311  4.4084  1.3381
C  -3.3120  -0.3137  -1.7449
C  -4.0340  -2.2757  -3.2618
C  4.0054  -1.2482  0.5324
C  -4.0896  2.5299  0.7408
C  -1.3642  -5.1288  -2.8636
C  -1.5441  -4.2293  0.7523
C  2.9473  1.9016  2.1506
C  1.6437  2.6208  2.5298
C  -2.8791  -1.5562  -2.5483
C  2.7420  2.7052  -0.7456
C  -2.2000  1.9041  3.0282
C  5.4879  0.7393  -0.1217
C  3.2159  0.7487  3.1273
C  0.6020  -3.7034  -1.9541
C  1.3206  3.1681  -1.1189
H  -0.8266  4.5514  1.9421
H  -0.7415  -5.6006  -3.6272
H  3.7577  0.0135  -1.1953
H  -3.3764  -4.1665  -0.4145
H  1.3956  3.4814  1.8903
H  0.7816  1.9152  2.5660
H  5.7475  1.1311  0.8718
H  -0.7346  -3.1642  -3.5346
H  3.1317  4.4034  0.5941
H  3.2310  1.1718  4.1436
H  2.4145  -0.0064  3.1024
H  1.8189  0.3668  0.4943
H  1.7750  2.9976  3.5554
H  0.6091  3.2336  -0.2605
H  6.2182  -0.0392  -0.3830
H  2.9886  -1.5226  0.8481
H  -4.6946  3.2711  1.2721
H  -1.0336  -5.0089  0.1706
H  -3.5939  0.4709  -2.4605
H  0.9876  -2.6753  -1.9500
H  -3.6497  -2.8905  -4.0858
H  -2.0638  -4.7204  1.5833
H  -4.0789  -1.8624  0.3197
H  -0.7999  -3.5300  1.1727
H  -2.1270  -1.2110  -3.2865
H  -3.7189  -2.9262  1.6875
H  4.6165  3.6085  0.0108
H  4.3279  -2.0004  -0.2035
H  3.7977  2.6067  2.1557
H  -2.5022  0.0978  -1.1181
H  -4.7116  -1.5221  -3.6824
H  3.6629  4.6242  -1.0853
H  0.6129  -4.0727  -0.9209
H  -4.1656  2.7278  -0.3328
H  -1.3005  2.2165  3.5743
H  1.4116  4.1819  -1.5318
H  -4.5161  1.5405  0.9297
H  5.5822  1.5512  -0.8518
H  1.2566  -4.3358  -2.5602
H  -2.2089  0.8066  3.0276
H  -4.1940  -0.5177  -1.1241
H  -2.5228  5.0416  1.7618
H  -1.5044  4.7650  0.3250
H  -2.3939  -5.0706  -3.2514
H  -4.6028  -2.9168  -2.5674
H  -2.5258  -1.6807  1.2120
H  0.8853  2.5441  -1.9100
H  -3.0691  2.2548  3.6044
H  4.6848  -1.3073  1.3949
H  4.1783  0.2622  2.9437
H  -1.3492  -5.7637  -1.9672
H  3.2025  2.2695  -1.6491

Let us look at the Mulliken charges, expressed in e, one per atom:
1 V -0.3910
2 Cl -0.6013
3 Cl -0.7184
4 P 0.6392
5 P 0.1127
6 Si 0.5398
7 O -0.5220
8 C 0.6000
9 C 0.3722
10 C -1.3822
11 C -1.7380
12 C 0.4356
13 C -1.1140
14 C -1.6970
15 C -1.4852
16 C -1.4037
17 C -1.1708
18 C -1.5364
19 C -1.4190
20 C 0.8720
21 C -1.4340
22 C 0.8913
23 C 0.8832
24 C -1.0755
25 C -1.4118
26 C -1.5338
27 C -1.0830
28 C -1.1523
29 H 0.2597
30 H 0.4985
31 H 0.4347
32 H 0.4545
33 H 0.0965
34 H 0.1110
35 H 0.2529
36 H 0.3172
37 H 0.3032
38 H 0.4868
39 H 0.1861
40 H -0.1597
41 H 0.5961
42 H 0.0079
43 H 0.4471
44 H 0.2688
45 H 0.3363
46 H 0.2933
47 H 0.5040
48 H 0.0673
49 H 0.3289
50 H 0.5113
51 H 0.2310
52 H 0.1139
53 H 0.2456
54 H 0.5405
55 H 0.3265
56 H 0.4494
57 H 0.6881
58 H 0.0909
59 H 0.4667
60 H 0.4854
61 H 0.1746
62 H 0.2738
63 H 0.2919
64 H 0.5417
65 H 0.2442
66 H 0.3025
67 H 0.4689
68 H 0.2553
69 H 0.2538
70 H 0.4316
71 H 0.2366
72 H 0.2966
73 H 0.2315
74 H 0.0968
75 H 0.2508
76 H 0.4440
77 H 0.3458
78 H 0.3552
79 H 0.2178
80 H 0.5698